Entry from the Open Molecules 2025 dataset: a structure of composition C62H57BKN15O3S2Se (the ωB97M-V functional and the def2-TZVPD basis).

## Properties
Lowest unoccupied orbital energy (eV): 3.38
Strongest force on any atom (eV Å⁻¹): 0.6
Relative energy (zero: lowest compared OMol25 entry of this formula, charge and spin) (eV): 0.915
E_HOMO (eV): -1.48
Electronic energy (Eh): -7266.6328

Geometry as ORCA input:
```
! wB97M-V def2-TZVPD RIJCOSX def2/J DEFGRID3
* xyz -2 1
K 0.019 -0.508 -0.556
C -3.149 -2.960 -3.052
C -2.958 -1.827 -2.242
N -1.795 -1.239 -2.495
N -1.206 -1.985 -3.462
C -1.996 -3.027 -3.804
B 0.214 -1.709 -4.028
N 0.477 -0.188 -4.176
C 1.182 0.364 -5.188
C 1.283 1.718 -4.954
C 0.605 1.895 -3.731
N 0.127 0.746 -3.268
N 1.333 -2.337 -3.145
C 1.813 -3.590 -3.260
C 2.741 -3.794 -2.263
C 2.748 -2.581 -1.557
N 1.906 -1.702 -2.092
H -3.973 -3.654 -3.055
H -3.609 -1.409 -1.487
H -1.679 -3.748 -4.541
H 0.276 -2.211 -5.133
H 1.542 -0.240 -6.007
H 1.776 2.455 -5.568
H 0.435 2.806 -3.169
H 1.460 -4.255 -4.034
H 3.286 -4.698 -2.049
H 3.315 -2.316 -0.676
O 2.022 1.563 -0.594
S 3.263 0.750 -0.417
C 4.274 1.660 0.779
C 5.305 1.018 1.444
C 6.096 1.739 2.328
C 5.834 3.084 2.554
C 4.771 3.705 1.907
C 3.986 2.991 1.012
C 4.352 1.242 -1.789
C 3.845 2.127 -2.715
C 4.654 2.559 -3.761
C 5.959 2.103 -3.869
C 6.455 1.199 -2.933
C 5.650 0.762 -1.895
H 5.467 -0.046 1.300
H 6.899 1.243 2.858
H 6.443 3.642 3.255
H 4.547 4.746 2.113
H 3.134 3.439 0.508
H 2.821 2.455 -2.611
H 4.255 3.248 -4.495
H 6.588 2.439 -4.685
H 7.473 0.836 -3.015
H 6.037 0.051 -1.173
O 2.958 2.990 6.484
C 1.627 3.377 6.734
N 0.877 3.604 5.520
C -0.105 2.734 5.108
O -0.541 1.852 5.817
C -0.644 2.986 3.732
C -0.842 4.257 3.218
C -1.405 4.397 1.958
C -1.748 3.252 1.255
N -1.541 2.024 1.735
C -1.003 1.895 2.947
H 2.940 2.121 6.052
H 1.689 4.298 7.310
H 1.076 2.629 7.296
H 1.314 4.180 4.820
H -0.610 5.133 3.813
H -1.595 5.376 1.536
H -2.223 3.311 0.277
H -0.857 0.879 3.315
C -0.846 -9.472 -0.490
C -1.176 -8.145 0.147
C -1.807 -8.086 1.388
C -2.039 -6.805 1.870
N -1.714 -5.701 1.225
C -1.095 -5.825 -0.004
S -0.672 -4.419 -0.865
N -0.828 -7.069 -0.536
H -1.132 -10.304 0.158
H 0.225 -9.527 -0.693
H -1.366 -9.569 -1.446
H -2.090 -8.974 1.938
H -2.516 -6.663 2.841
C -3.834 -3.217 2.117
C -3.027 -2.618 1.153
N -2.790 -1.302 1.142
C -3.334 -0.553 2.092
C -4.142 -1.052 3.110
C -4.391 -2.425 3.101
C -4.566 -0.228 4.255
C -4.763 1.087 4.384
C -4.858 2.163 3.376
C -5.203 1.985 2.039
C -5.335 3.113 1.255
N -5.137 4.350 1.721
C -4.814 4.413 3.008
N -4.679 3.400 3.859
H -3.977 -4.288 2.099
H -2.527 -3.213 0.387
H -3.066 0.494 2.065
H -5.008 -2.862 3.882
H -4.641 -0.792 5.181
H -4.889 1.465 5.392
H -5.383 1.000 1.632
H -5.608 3.034 0.210
H -4.652 5.407 3.416
C -3.712 0.273 -4.858
N -3.103 1.591 -4.832
C -3.225 2.500 -3.832
Se -4.280 2.462 -2.342
N -2.452 3.562 -4.201
C -1.849 3.346 -5.433
C -1.038 4.128 -6.232
C -0.635 3.587 -7.447
C -1.032 2.306 -7.835
C -1.856 1.529 -7.030
C -2.264 2.079 -5.829
H -4.194 0.100 -3.905
H -2.944 -0.485 -5.002
H -4.450 0.219 -5.662
H -2.315 4.341 -3.585
H -0.710 5.111 -5.915
H 0.010 4.163 -8.098
H -0.681 1.902 -8.777
H -2.158 0.531 -7.322
C 3.683 0.171 4.918
C 3.137 0.964 3.878
C 2.198 0.425 3.032
C 1.717 -0.906 3.163
C 0.746 -1.409 2.221
C 0.284 -2.686 2.523
C 0.725 -3.438 3.645
C 1.683 -2.954 4.496
C 2.220 -1.665 4.271
C 3.227 -1.110 5.107
H 4.474 0.570 5.550
H 3.482 1.985 3.731
H 1.790 1.010 2.211
H -0.433 -3.178 1.868
H 0.296 -4.424 3.820
H 2.032 -3.534 5.347
H 3.645 -1.721 5.904
*
```